Record 1
C42H45N3O3PRuS3SeSi as an isolated structure. Source: the OMol25 dataset; level of theory: ωB97M-V/def2-TZVPD.

Calculated values
Kohn-Sham gap (alpha / beta), eV: 5.49 / 5.48
HOMO (alpha / beta), eV: -1.3068 / -1.3075
Total energy, Eh: -6339.3526
⟨S²⟩: 0.7590

```
! wB97M-V def2-TZVPD RIJCOSX def2/J DEFGRID3
* xyz -2 2
Ru -0.209 0.412 1.108
O 0.431 3.298 -0.291
C 1.169 2.951 -1.443
C 0.910 1.457 -1.829
O 1.373 1.066 -2.903
O 0.232 0.741 -1.032
C 0.763 3.824 -2.631
C -0.439 4.518 -2.614
C -0.831 5.282 -3.706
C -0.022 5.370 -4.826
C 1.183 4.680 -4.849
C 1.570 3.913 -3.764
C 2.634 3.184 -1.071
C 3.681 2.424 -1.584
C 4.991 2.685 -1.205
C 5.277 3.706 -0.314
C 4.237 4.469 0.199
C 2.929 4.209 -0.176
H -0.471 2.963 -0.403
H -1.095 4.465 -1.756
H -1.782 5.800 -3.675
H -0.329 5.964 -5.679
H 1.823 4.730 -5.722
H 2.497 3.360 -3.797
H 3.452 1.621 -2.272
H 5.792 2.073 -1.606
H 6.299 3.902 -0.012
H 4.441 5.260 0.910
H 2.117 4.786 0.246
S -3.164 1.446 4.350
C -2.073 1.192 3.160
S -1.274 2.297 2.080
S -1.386 -0.418 2.738
C -6.818 -3.878 -2.643
C -5.914 -2.751 -2.221
C -5.232 -1.979 -3.149
C -4.394 -0.934 -2.770
C -3.678 -0.149 -3.832
C -4.221 -0.614 -1.411
Se -3.103 0.829 -0.877
C -4.898 -1.411 -0.461
C -4.760 -1.143 1.010
C -5.724 -2.447 -0.878
H -6.772 -4.030 -3.724
H -7.863 -3.684 -2.383
H -6.540 -4.822 -2.166
H -5.343 -2.200 -4.208
H -3.833 -0.598 -4.816
H -2.610 -0.087 -3.614
H -4.021 0.888 -3.852
H -3.737 -0.870 1.268
H -5.071 -2.012 1.593
H -5.367 -0.285 1.311
H -6.230 -3.042 -0.121
C 0.473 1.767 6.967
C 0.806 2.765 6.065
C 1.156 2.434 4.762
C 1.179 1.109 4.327
C 0.832 0.123 5.252
C 0.486 0.441 6.557
Si 1.609 0.721 2.517
C 2.995 -0.594 2.594
C 3.655 -0.943 3.775
C 4.705 -1.852 3.779
C 5.139 -2.425 2.592
C 4.519 -2.071 1.401
C 3.465 -1.170 1.416
H 0.181 2.021 7.980
H 0.777 3.805 6.367
H 1.398 3.225 4.062
H 0.815 -0.917 4.943
H 0.202 -0.346 7.246
H 2.330 1.944 2.043
H 3.339 -0.504 4.713
H 5.188 -2.112 4.714
H 5.957 -3.136 2.593
H 4.856 -2.495 0.462
H 2.999 -0.884 0.483
C -0.940 -4.550 -0.251
N -1.255 -3.554 -1.262
C -0.233 -3.591 -2.294
N 1.128 -3.413 -1.791
C 1.373 -4.410 -0.752
N 0.397 -4.420 0.338
C 0.496 -3.176 1.121
P 0.195 -1.656 0.116
C -1.377 -2.211 -0.687
C 1.328 -2.044 -1.300
H -1.003 -5.538 -0.720
H -1.682 -4.494 0.548
H -0.441 -2.813 -3.031
H -0.282 -4.569 -2.785
H 2.368 -4.246 -0.330
H 1.353 -5.396 -1.229
H 1.485 -3.122 1.590
H -0.238 -3.201 1.933
H -1.646 -1.482 -1.455
H -2.183 -2.182 0.050
H 2.371 -1.923 -1.005
H 1.131 -1.326 -2.099
*
```

Record 2
A 2-piece molecular cluster, C42H45NO5S2Si overall. Source: the OMol25 dataset; level of theory: ωB97M-V/def2-TZVPD.

Calculated values
Kohn-Sham gap, eV: 3.45
HOMO, eV: -5.9485
Total energy, Eh: -3144.1525

```
! wB97M-V def2-TZVPD RIJCOSX def2/J DEFGRID3
* xyz 0 1
C 4.491 5.120 -1.427
Si 4.175 3.505 -0.576
C 5.574 2.297 -0.772
C 3.718 3.739 1.216
O 2.907 2.771 -1.431
C 1.535 2.510 -1.207
C 1.387 1.278 -0.281
C 2.440 0.372 -0.149
C 2.375 -0.623 0.819
C 1.169 -0.850 1.469
C 0.037 -0.114 1.147
C 0.184 1.031 0.370
C 0.862 3.830 -0.808
C 0.384 4.061 0.480
C -0.170 5.307 0.787
C -0.117 6.342 -0.136
C 0.474 6.140 -1.380
C 0.945 4.876 -1.726
C 0.982 2.009 -2.601
C 1.679 0.740 -3.126
C 0.725 -0.418 -2.893
C -0.659 0.213 -2.754
N -0.429 1.611 -2.517
C -1.481 2.411 -2.350
C -2.729 1.927 -1.872
C -3.467 0.771 -2.075
C -4.891 0.738 -1.802
C -5.798 0.076 -2.670
C -7.156 0.032 -2.370
C -7.644 0.629 -1.201
C -6.775 1.365 -0.391
C -5.412 1.415 -0.673
H 5.264 5.683 -0.882
H 4.853 4.949 -2.451
H 3.596 5.752 -1.492
H 6.496 2.716 -0.343
H 5.372 1.344 -0.261
H 5.763 2.073 -1.832
H 4.653 3.918 1.776
H 3.057 4.607 1.366
H 3.224 2.852 1.646
H 3.323 0.466 -0.781
H 3.268 -1.194 1.067
H 1.117 -1.620 2.219
H -0.942 -0.389 1.526
H -0.635 1.741 0.292
H 0.494 3.290 1.243
H -0.618 5.449 1.766
H -0.512 7.320 0.118
H 0.584 6.948 -2.095
H 1.443 4.712 -2.683
H 1.078 2.831 -3.328
H 1.776 0.932 -4.198
H 2.691 0.618 -2.738
H 0.749 -1.137 -3.714
H 0.967 -0.966 -1.975
H -1.221 0.083 -3.692
H -1.213 -0.286 -1.947
H -1.320 3.491 -2.444
H -3.178 2.660 -1.195
H -3.074 -0.095 -2.620
H -5.396 -0.402 -3.568
H -7.839 -0.471 -3.052
H -8.701 0.572 -0.959
H -7.160 1.901 0.473
H -4.718 1.929 -0.006
C -2.530 -4.113 6.449
C -3.389 -4.392 5.381
C -2.913 -4.343 4.067
C -1.586 -3.982 3.829
S -0.951 -3.809 2.165
C -1.344 -5.270 1.396
S -0.349 -6.343 0.480
C 1.191 -5.467 0.118
C 1.133 -4.381 -0.755
C 2.275 -3.613 -0.964
C 3.464 -3.941 -0.314
C 3.525 -5.060 0.513
C 2.394 -5.854 0.707
O -0.035 -7.467 1.351
O -0.908 -6.575 -0.836
O -1.667 -2.700 1.550
O 0.493 -3.679 2.368
C -0.708 -3.790 4.895
C -1.184 -3.836 6.203
H -2.904 -4.122 7.472
H -4.431 -4.649 5.568
H -3.556 -4.609 3.235
H -2.043 -5.852 2.011
H 0.190 -4.132 -1.245
H 2.213 -2.752 -1.627
H 4.340 -3.315 -0.447
H 4.445 -5.322 1.031
H 2.413 -6.742 1.339
H 0.346 -3.625 4.702
H -0.486 -3.656 7.019
*
```

Record 3
C42H46AsFN6NiO3 as an isolated structure. Source: the OMol25 dataset; level of theory: ωB97M-V/def2-TZVPD.

Calculated values
Kohn-Sham gap (alpha / beta), eV: 7.87 / 7.87
HOMO (alpha / beta), eV: -12.7059 / -12.7132
Total energy, Eh: -6025.8959
⟨S²⟩: 2.0048

```
! wB97M-V def2-TZVPD RIJCOSX def2/J DEFGRID3
* xyz 2 3
Ni -0.501 -0.142 0.270
C -3.729 -0.566 1.425
C -2.973 -1.825 1.136
C -3.616 -3.058 1.072
C -2.867 -4.211 0.932
C -1.482 -4.127 0.940
C -0.910 -2.871 1.023
N -1.643 -1.747 1.041
C 0.537 -2.632 1.241
C 1.327 -3.551 1.908
C 2.587 -3.163 2.331
C 3.020 -1.879 2.060
C 2.204 -1.033 1.322
N 0.979 -1.403 0.930
C 2.706 0.306 0.906
C 3.037 1.271 1.846
C 3.569 2.464 1.377
C 3.778 2.617 0.017
C 3.429 1.583 -0.851
C 3.717 1.663 -2.323
N 2.874 0.455 -0.408
H -4.000 -0.561 2.483
H -4.655 -0.506 0.853
H -3.110 0.313 1.260
H -4.694 -3.103 1.144
H -3.354 -5.174 0.855
H -0.868 -5.014 0.884
H 0.940 -4.530 2.150
H 3.216 -3.849 2.881
H 3.994 -1.534 2.375
H 2.859 1.103 2.900
H 3.831 3.254 2.068
H 4.225 3.521 -0.377
H 4.761 1.410 -2.515
H 3.550 2.669 -2.711
H 3.097 0.950 -2.863
C -1.755 7.218 0.544
C -0.355 6.756 0.916
N -0.087 5.385 0.458
C -0.223 4.373 1.330
C -0.136 3.042 1.026
C -0.397 2.096 2.187
O -0.350 2.564 3.311
O -0.692 0.880 1.896
C 0.125 2.665 -0.314
O 0.138 1.490 -0.768
C 0.366 3.762 -1.244
C 0.708 3.484 -2.569
C 0.872 4.489 -3.472
F 1.221 4.159 -4.737
C 0.691 5.842 -3.132
C 0.357 6.118 -1.817
C 0.215 5.101 -0.862
N 0.788 6.885 -4.071
C 1.410 8.145 -3.700
C 0.512 9.280 -4.184
N -0.084 8.873 -5.521
C 0.831 7.941 -6.262
C 0.899 6.617 -5.501
H -1.904 8.250 0.861
H -2.502 6.600 1.042
H -1.934 7.150 -0.530
H -0.230 6.753 1.997
H 0.420 7.412 0.521
H -0.432 4.639 2.360
H 0.862 2.459 -2.877
H 0.152 7.138 -1.529
H 2.416 8.230 -4.125
H 1.530 8.228 -2.625
H 1.049 10.215 -4.330
H -0.326 9.442 -3.510
H -0.283 9.700 -6.084
H -0.975 8.402 -5.356
H 1.791 8.449 -6.324
H 0.449 7.799 -7.270
H 1.824 6.111 -5.791
H 0.068 5.980 -5.805
C -3.973 -0.633 -2.222
As -2.369 0.303 -1.635
C -1.496 0.385 -3.377
C -3.101 2.053 -1.070
C -3.226 3.310 -1.901
C -2.588 3.532 -3.114
C -2.736 4.739 -3.788
C -3.517 5.751 -3.256
C -4.152 5.549 -2.035
C -4.005 4.344 -1.371
H -4.450 -0.083 -3.033
H -4.681 -0.748 -1.404
H -3.688 -1.621 -2.581
H -2.170 0.715 -4.165
H -1.187 -0.638 -3.595
H -0.606 1.007 -3.333
H -2.521 2.298 -0.177
H -4.093 1.784 -0.697
H -1.969 2.766 -3.551
H -2.252 4.869 -4.750
H -3.665 6.678 -3.797
H -4.780 6.323 -1.611
H -4.515 4.190 -0.426
*
```

Computed values of energy relative to the best compared isomer or geometry (same formula, charge and spin) (unit: kcal per mole) for the preceding records, in sequence: 38.7 57.3 15.0.
Computed values of max |F| (unit: eV Å⁻¹) for the preceding records, in sequence: 1.70 2.94 0.53.